C3H5NO2 | ωB97M-V/def2-TZVPD

```
11
Properties=species:S:1:pos:R:3:forces:R:3:lowdin_charge:R:1
C -0.9928 -0.5611 0.6602 0.1421 -0.3434 -0.1402 -0.0799
C -0.2590 0.4709 -0.0230 -0.1790 0.0922 0.2266 -0.5006
N -0.7938 1.6188 0.2982 0.0979 -0.0469 -0.0326 0.1147
O 0.7613 0.4244 -0.9088 -0.0339 0.0054 -0.0023 0.0852
C 1.4888 -0.7443 -0.9903 0.3730 -0.1767 -0.2997 -0.2790
O 2.3634 -0.8606 -1.7875 -0.4601 0.0865 0.4097 0.1250
H -0.6903 -0.6677 1.7033 -0.0634 0.0899 -0.1242 0.0617
H -1.1783 -1.5157 0.1671 0.0655 0.1250 0.0653 0.0483
H -1.6043 0.8415 0.8836 0.0731 0.2061 -0.0069 0.1755
H -0.2564 2.4865 0.2503 -0.0601 -0.1208 -0.0114 0.1064
H 1.1614 -1.4926 -0.2530 0.0447 0.0826 -0.0842 0.1426
```
Forces are in eV/Å.

Results
Maximum force: 0.0121 Eh/bohr
ΔE to the lowest compared entry with this formula, charge and spin: 362.4 kJ/mol
Frontier orbital gap: 9.593 eV
Structure (SMILES): C=C(N)OC=O



C2H5NOS | ωB97M-V/def2-TZVPD

```
10
Properties=species:S:1:pos:R:3:forces:R:3:lowdin_charge:R:1
C 0.1728 -1.2122 0.1403 -5.1891 2.5403 1.1976 -0.6486
C 0.5717 0.2743 0.3579 2.5387 2.2960 -0.7640 -0.3943
H -1.4249 -0.4119 -0.6150 -0.4118 -4.2348 -0.3850 0.1300
H -1.2678 -2.4997 -0.5870 -0.5151 2.5433 -0.0228 0.1396
H 1.1273 0.4778 1.3571 -1.9049 -0.5601 -1.2551 0.1109
H 1.4666 0.3539 -0.2559 0.4697 -0.3627 -0.3113 0.0225
H -1.2966 2.0687 0.2674 1.8106 0.0674 -1.0695 -0.1190
N -1.1171 -1.4716 -0.3444 1.6941 3.1970 -1.0475 0.0973
O 0.6948 -1.9912 0.8301 3.5784 -3.1043 1.3550 0.0851
S -0.0506 1.9918 -0.4616 -2.0706 -2.3820 2.3027 0.5764
```
Forces are in eV/Å.

Results
Maximum force: 0.1147 Eh/bohr
ΔE to the lowest compared entry with this formula, charge and spin: 242.5 kJ/mol
Frontier orbital gap: 10.246 eV
Structure (SMILES): NC(=O)CS



C3H8O4 | ωB97M-V/def2-TZVPD

```
15
Properties=species:S:1:pos:R:3:forces:R:3:lowdin_charge:R:1
O -0.0125 -5.2638 -0.3273 -0.5470 -0.0555 1.1043 -0.0912
H -0.9471 -5.0585 -0.0978 1.0254 -0.2372 -0.2021 0.0446
H 0.4022 -5.5204 0.5273 -0.4819 0.2941 -0.9040 0.0466
O 0.7867 2.1932 0.6710 2.5549 0.3557 0.7024 -0.0725
O -1.2699 1.3382 0.4815 -1.5405 -0.6139 0.6964 -0.0363
O 0.6142 0.0142 0.1790 0.7194 -0.0961 -0.9444 -0.0472
C -0.5033 2.4843 0.4172 -0.4671 1.1047 -1.1626 -0.2877
C 1.3499 1.1429 -0.1377 0.2056 1.8050 1.5034 -0.1993
C -0.7344 0.2521 -0.1727 0.2088 -1.7298 -0.3340 -0.2299
H -0.5650 2.9334 -0.5927 -0.2863 -0.0687 -0.1046 0.1373
H -0.8611 3.2390 1.1436 0.0678 -0.6730 -0.2191 0.1529
H 2.3972 1.1179 0.2198 -0.6508 -0.6649 -0.2374 0.1485
H 1.3591 1.5127 -1.1811 -0.4727 -0.7040 -0.0326 0.1417
H -1.2127 -0.6940 0.1462 -0.3128 0.8602 -0.0594 0.1500
H -0.8033 0.3087 -1.2761 -0.0228 0.4234 0.1936 0.1425
```
Forces are in eV/Å.

Results
Maximum force: 0.0520 Eh/bohr
ΔE to the lowest compared entry with this formula, charge and spin: 204.0 kJ/mol
Frontier orbital gap: 11.040 eV
Structure (SMILES): C1OCOCO1.O



C4H5NO2 | ωB97M-V/def2-TZVPD

```
12
Properties=species:S:1:pos:R:3:forces:R:3:lowdin_charge:R:1
O -1.0724 2.2464 0.6215 0.3192 -0.5468 -0.1600 0.0270
C -0.7465 1.1924 0.0945 0.1935 0.1138 0.1134 -0.4956
C -0.8759 -0.1973 0.5480 0.2254 0.1960 -0.2097 0.1511
C -0.1377 -1.2637 -0.1408 -0.1139 0.0493 -0.0200 -0.2137
N 1.2479 -0.9308 0.2805 -0.0021 0.5056 -0.2108 0.0727
C 1.5973 0.2510 -0.1285 -0.1402 -0.1779 0.1536 -0.2870
O 0.8295 1.2020 -0.5889 -0.4002 -0.3880 0.3345 -0.0020
H -1.5842 -0.4127 1.3564 0.1440 0.1304 -0.2313 0.1458
H -1.2820 0.8977 -0.9066 -0.0755 -0.1971 0.0331 0.2108
H -0.2255 -1.2209 -1.2366 0.0007 0.0821 0.2311 0.1343
H -0.4157 -2.2643 0.2037 0.0747 0.2834 -0.0637 0.1172
H 2.6651 0.5003 -0.1032 -0.2257 -0.0508 0.0299 0.1393
```
Forces are in eV/Å.

Results
Maximum force: 0.0127 Eh/bohr
ΔE to the lowest compared entry with this formula, charge and spin: 450.0 kJ/mol
Frontier orbital gap (alpha / beta): 7.524 / 7.527 eV